# 1
{
  "formula": "C4H14O3",
  "method": "ωB97M-V with the def2-TZVPD basis set",
  "smiles": "CC[C@H](C)O.O.O",
  "de_lowest_kcal_mol": 5.7,
  "lumo_ev": 0.7157,
  "e_homo_ev": -10.5,
  "orbital_gap_ev": 11.2,
  "energy_ha": -386.5176,
  "species": ["C", "C", "C", "C", "O", "H", "H", "H", "H", "H", "H", "H", "H", "H", "H", "O", "H", "H", "O", "H", "H"],
  "positions_angstrom": [[1.783859, -1.315653, -0.741616], [0.725247, -0.682295, 0.162055], [0.992462, 0.772902, 0.460215], [-0.077990, 1.352407, 1.385491], [0.949054, 1.513434, -0.780214], [2.782341, -1.216013, -0.320412], [1.727378, -0.837207, -1.712914], [1.630999, -2.384297, -0.887979], [-0.266720, -0.787753, -0.266107], [0.715973, -1.234763, 1.099312], [1.963982, 0.951786, 0.928134], [0.206904, 2.352304, 1.690303], [-1.042817, 1.363306, 0.892820], [-0.137754, 0.703783, 2.258498], [1.831340, 1.832040, -1.028916], [-1.639219, 0.294702, -1.631528], [-0.709329, 0.571679, -1.663912], [-2.082126, 1.147061, -1.530219], [-3.037392, -1.278672, 0.887808], [-3.684649, -1.978721, 0.776183], [-2.631547, -1.140038, 0.022992]],
  "atomic_forces_ev_per_a": [[-0.3532, 0.0313, 0.0164], [0.7837, -0.7517, 0.2935], [-0.5915, 0.6271, 0.0086], [0.6141, -0.4292, -0.1103], [0.3406, 0.2949, -0.2848], [0.1330, 0.2198, -0.0244], [0.3168, 0.0213, -0.2631], [-0.2112, -0.0057, 0.0169], [-0.0106, -0.0077, 0.0231], [-0.1119, 0.0214, 0.2540], [0.1296, -0.3387, -0.0557], [-0.1095, 0.2163, 0.0796], [-0.1719, 0.0057, -0.0702], [-0.1522, 0.1223, 0.1512], [-0.4832, -0.2905, 0.1839], [-0.0131, 0.4334, -0.0929], [0.0103, -0.0895, -0.0014], [-0.1861, -0.2033, -0.0323], [0.1115, 0.0884, 0.0762], [0.0053, -0.0297, -0.1075], [-0.0507, 0.0644, -0.0609]]
}

# 2
{
  "formula": "C59H97N4O26P2",
  "method": "ωB97M-V with the def2-TZVPD basis set",
  "lumo_ev": -6.3101,
  "e_homo_ev": -9.2,
  "total_charge": 1,
  "orbital_gap_ev": 2.9,
  "energy_ha": -5163.7664,
  "species": ["C", "C", "C", "C", "C", "C", "N", "O", "C", "C", "C", "H", "H", "H", "H", "H", "H", "H", "H", "H", "H", "H", "H", "H", "H", "H", "H", "H", "H", "C", "C", "N", "C", "C", "N", "C", "C", "H", "H", "H", "H", "H", "H", "H", "H", "H", "H", "H", "N", "O", "O", "O", "C", "C", "C", "C", "C", "C", "O", "O", "H", "H", "H", "H", "H", "H", "C", "C", "C", "C", "C", "C", "O", "O", "H", "H", "H", "H", "H", "H", "C", "C", "C", "C", "C", "C", "O", "O", "H", "H", "H", "H", "H", "H", "C", "C", "C", "C", "C", "C", "O", "O", "H", "H", "H", "H", "H", "H", "C", "C", "C", "C", "C", "C", "O", "O", "H", "H", "H", "H", "H", "H", "C", "O", "P", "O", "O", "C", "O", "C", "H", "H", "H", "H", "H", "H", "H", "H", "H", "C", "O", "P", "O", "O", "C", "O", "C", "H", "H", "H", "H", "H", "H", "H", "H", "H", "C", "O", "C", "C", "O", "C", "H", "H", "H", "H", "H", "H", "H", "H", "H", "H", "C", "O", "C", "C", "O", "C", "H", "H", "H", "H", "H", "H", "H", "H", "H", "H"],
  "positions_angstrom": [[0.136034, -3.263540, 0.812988], [1.393697, -3.146372, 1.690900], [2.470322, -2.258838, 0.944711], [3.637248, -1.630036, 1.786342], [3.056203, -0.895252, 2.976531], [2.129472, -1.816014, 3.933087], [1.086821, -2.363312, 3.003990], [-0.069325, -2.745168, 3.742750], [1.463900, -0.926394, 4.954338], [3.051268, -2.825946, 4.686302], [2.049020, -4.492068, 2.045146], [-0.584067, -3.887199, 1.342715], [0.357588, -3.640815, -0.185347], [-0.351398, -2.350951, 0.469929], [1.936197, -1.340776, 0.699816], [2.906457, -2.750226, 0.074987], [4.309794, -0.977939, 1.229066], [4.277314, -2.449225, 2.114000], [2.694081, 0.111833, 2.769809], [3.980439, -0.609615, 3.478812], [0.593010, -0.419133, 4.539190], [2.047088, -0.100260, 5.361156], [0.982292, -1.416064, 5.800722], [2.442625, -3.546565, 5.232525], [3.696108, -2.268835, 5.365934], [3.760088, -3.267179, 3.985592], [1.626579, -5.153448, 2.801596], [3.120734, -4.293270, 2.046382], [1.922741, -5.124079, 1.166097], [2.854864, 2.872580, -4.862022], [1.840828, 3.885903, -5.227871], [0.647352, 3.664145, -4.393270], [-0.569698, 3.147948, -4.813685], [-1.418223, 3.141127, -3.697820], [-0.780310, 3.710992, -2.596414], [0.502484, 4.080020, -3.076730], [-1.297037, 3.887859, -1.270520], [2.504251, 1.840543, -4.853543], [3.157523, 3.026400, -3.826247], [3.761495, 2.914399, -5.465654], [1.598611, 3.816626, -6.288356], [2.111461, 4.926155, -5.046958], [-0.710724, 2.813189, -5.830765], [-2.406470, 2.713463, -3.614927], [1.272020, 4.579626, -2.506988], [-0.489605, 4.069722, -0.561236], [-1.967549, 3.084350, -0.965754], [-1.947939, 4.761581, -1.302715], [-0.110307, 0.891002, 1.038589], [-1.053736, 0.215593, 0.737871], [0.204035, 1.025688, 2.189375], [0.657903, 1.382993, 0.210006], [-2.021950, -3.411174, -1.823847], [-2.196898, -2.077041, -1.495733], [-1.929673, -1.082597, -2.414116], [-1.312556, -1.448603, -3.644313], [-1.163473, -2.772982, -3.970044], [-1.418388, -3.786960, -3.013543], [-1.196605, -5.129931, -3.354213], [-2.083450, 0.195859, -1.964292], [-2.299816, -4.163613, -1.100645], [-2.734757, -1.848316, -0.587550], [-0.927282, -0.724776, -4.347187], [-0.636915, -3.062904, -4.867304], [-0.957491, -5.663885, -2.593082], [-1.746666, 0.153966, -1.066282], [-4.311363, 6.151610, 2.232298], [-5.059851, 5.032570, 1.874958], [-4.482295, 3.838196, 1.443071], [-3.094947, 3.715967, 1.554500], [-2.384613, 4.787918, 1.950170], [-2.934698, 5.988290, 2.253819], [-2.196060, 7.123517, 2.390438], [-5.250010, 2.771617, 0.950129], [-4.827252, 7.057378, 2.514861], [-6.127549, 5.194052, 1.893034], [-2.587923, 2.838869, 1.180290], [-1.310675, 4.677815, 1.980859], [-2.632234, 7.939920, 2.645065], [-6.170154, 3.045334, 0.946475], [3.594589, 2.664326, 1.003991], [4.577812, 3.075963, 1.884148], [5.538301, 4.036619, 1.462211], [5.486920, 4.575673, 0.211384], [4.525193, 4.078605, -0.651298], [3.617951, 3.102275, -0.283464], [2.840475, 2.424987, -1.224430], [6.552276, 4.248967, 2.334312], [2.955098, 1.886003, 1.393424], [4.553083, 2.740379, 2.910395], [6.187030, 5.374120, 0.014603], [4.664196, 4.504678, -1.633920], [2.126915, 2.143515, -0.647192], [6.607993, 3.668815, 3.097155], [-8.936425, -0.483178, -0.401120], [-7.767039, 0.225634, -0.170579], [-6.545167, -0.312306, -0.501595], [-6.490793, -1.548701, -1.074845], [-7.597290, -2.338585, -1.268846], [-8.823636, -1.746054, -1.030100], [-9.930043, -2.396598, -1.399278], [-5.377775, 0.390070, -0.295749], [-9.858117, 0.028202, -0.165761], [-7.814969, 1.224232, 0.237978], [-5.492657, -1.905843, -1.281195], [-7.456591, -3.290173, -1.759850], [-9.700133, -2.992544, -2.115937], [-5.367896, 1.296608, 0.019992], [-4.793314, -4.774386, 0.647172], [-5.581693, -5.386654, -0.348761], [-5.080649, -6.512653, -1.048654], [-3.813951, -7.030700, -0.810316], [-3.069340, -6.517712, 0.245614], [-3.542760, -5.358519, 0.921925], [-2.767733, -4.725559, 1.874602], [-5.730640, -7.071192, -2.085861], [-5.017848, -3.793390, 1.039118], [-6.476240, -4.902053, -0.711173], [-3.525951, -7.893152, -1.393100], [-2.099764, -6.911479, 0.512572], [-3.108932, -3.832190, 1.958706], [-6.528657, -6.567582, -2.262338], [5.269384, 0.857323, -2.831282], [6.084181, 0.550975, -3.917043], [6.969798, -0.784921, -3.694730], [6.315133, -1.901808, -2.937803], [7.457520, -1.224864, -5.200457], [7.922583, -0.213473, -6.063772], [8.438451, -0.251305, -2.990161], [9.176585, -1.054008, -2.044031], [4.225817, 0.703471, -3.105877], [5.492650, 1.871920, -2.501361], [5.314717, 0.299340, -1.896029], [8.840628, -0.492478, -6.580927], [8.323648, 0.578351, -5.431105], [7.192389, 0.056207, -6.826791], [8.715178, -2.015894, -1.820470], [9.518483, -0.461382, -1.195510], [10.158562, -1.378430, -2.388368], [4.171501, -1.012369, -6.401219], [3.820859, -1.185648, -5.038265], [2.354183, -1.611693, -4.659660], [1.339961, -0.776253, -5.402594], [2.394163, -3.174357, -5.103393], [1.693086, -3.674047, -6.206012], [2.308015, -1.590841, -3.025467], [1.767747, -0.481998, -2.234125], [4.989602, -1.645801, -6.744097], [4.473747, 0.021029, -6.571021], [3.319713, -1.162341, -7.064601], [2.340840, -3.620049, -7.080990], [0.914067, -2.970299, -6.499234], [1.202924, -4.639800, -6.082935], [0.787997, -0.720293, -1.820126], [1.567140, 0.390979, -2.855225], [2.461878, -0.270554, -1.420752], [0.166352, 1.874474, 7.775596], [0.230614, 3.069480, 6.992611], [0.172102, 2.869358, 5.585835], [0.587224, 4.011965, 4.627229], [2.010848, 4.191737, 4.543273], [2.417687, 5.215777, 3.662237], [1.049255, 1.257493, 7.608570], [-0.728806, 1.321241, 7.491458], [0.130528, 1.974188, 8.860434], [-0.829889, 2.672942, 5.204355], [0.693938, 1.975813, 5.243244], [-0.034225, 4.854694, 4.930061], [0.312945, 3.650771, 3.636064], [2.048979, 6.091604, 4.196171], [1.888386, 5.162175, 2.710887], [3.497398, 5.309646, 3.546017], [-5.542580, -2.547273, 3.696492], [-4.169610, -2.656093, 3.091686], [-3.347133, -1.602834, 3.387634], [-3.781628, -0.217214, 2.781765], [-4.727587, 0.360186, 3.656674], [-4.357975, 1.279723, 4.644099], [-6.199477, -1.872029, 3.148196], [-5.474200, -2.341182, 4.764649], [-6.010245, -3.531758, 3.683544], [-2.373473, -1.746178, 2.919077], [-3.163386, -1.473876, 4.454260], [-4.181439, -0.503628, 1.809035], [-2.942986, 0.442482, 2.559077], [-4.239418, 2.286218, 4.242838], [-3.397092, 1.004143, 5.078662], [-5.048080, 1.257476, 5.487518]],
  "atomic_forces_ev_per_a": [[-0.1969, -0.0523, 0.4521], [0.5061, 1.7244, -1.2509], [0.3071, 1.6425, 0.8358], [-1.3410, -1.6632, -0.0464], [1.1984, -0.3166, 0.8522], [1.5336, 3.1261, -1.1156], [-5.6825, -5.2699, 6.0886], [6.8303, 2.6888, -5.5022], [-1.8635, 0.8049, 0.6170], [-0.2238, -0.2857, -1.0887], [0.1094, -0.2671, -0.7874], [-0.1999, -0.1188, -0.3795], [0.5522, -0.7624, 0.2999], [0.1568, 0.6110, 0.9349], [-0.3602, -0.1938, -0.9232], [-0.6018, -0.1878, -0.0967], [-0.4302, 0.0453, -0.4000], [0.2234, 0.0270, 0.2776], [-1.0991, -0.3976, -0.3604], [-0.1636, -0.2538, 1.1188], [0.0765, 0.1449, -0.5711], [0.6805, -0.4069, -0.2856], [0.5189, -0.5788, 0.0534], [0.2050, -0.1060, -0.0905], [-0.5101, 0.3292, 0.1038], [-0.3344, -0.4925, 0.1147], [0.1744, 0.7028, 0.5757], [-0.0405, -0.5153, 0.8682], [-0.1765, 0.2913, -0.4395], [1.4531, -0.6370, 1.0629], [-0.6093, 0.4104, -0.1634], [-2.1737, 1.2073, 2.2322], [-0.2986, 0.0576, 2.2201], [0.8305, -0.0007, -0.7410], [3.6609, -0.1999, -4.1486], [-1.9781, -1.7014, -0.7974], [-0.8528, 0.9108, 0.5132], [-0.3968, 0.0269, -0.4914], [0.1930, 0.1106, 0.1157], [-0.1192, 0.1400, -0.1342], [-0.5466, -0.0443, 0.1552], [0.4596, -0.1268, -0.0167], [-0.0790, -0.0910, 0.2461], [0.0861, 0.0996, 0.0461], [-0.0891, -0.1933, 0.0618], [-0.1059, -0.2977, -0.0929], [0.5672, -0.3731, -0.2016], [0.1017, 0.2340, 0.2098], [2.3603, 0.3143, 0.1999], [-2.9998, -1.6038, -1.5943], [0.2948, 0.3122, 3.8733], [0.4133, 0.8378, -2.6533], [0.6798, -0.5972, 0.1164], [-0.9796, -0.5895, -0.6229], [1.2153, -0.8050, -0.2173], [-1.0222, 0.8734, 0.7543], [0.8555, -1.5581, 0.9855], [-0.6043, -0.0095, -0.5923], [0.0367, 1.1584, -0.3483], [0.1817, 0.6309, -1.1835], [-0.0812, -0.2131, 0.0594], [0.1385, 0.2604, 0.2507], [-0.1687, 0.2808, 0.0453], [-0.1703, 0.0824, -0.2091], [-0.1871, 0.1973, 0.2675], [0.0582, 0.5255, 0.8454], [-0.1562, -1.8515, 0.0290], [-0.4615, 0.2883, -0.2414], [-0.1570, -0.1217, 0.3281], [-1.9949, -1.3148, -1.1331], [2.5797, 0.3230, 0.3594], [-1.8958, 3.0387, 0.0016], [2.0998, -0.4268, 0.1856], [0.7064, 1.0069, 0.4841], [0.1900, 0.1488, -0.0474], [-0.2911, -0.4215, -0.1878], [-0.0498, -0.3016, 0.3002], [0.2261, 0.2077, 0.0359], [-0.6338, -0.4647, 0.0400], [-0.2131, 0.0892, 0.0881], [0.8844, -0.6801, 2.0572], [0.0219, 1.3553, -0.9919], [-0.8203, -2.8045, 2.4463], [0.0760, 0.1785, 0.9809], [0.4809, 0.7128, -0.7770], [0.3670, -0.1222, -1.7669], [0.3257, 1.2517, 0.3832], [1.2290, 1.6618, -0.3239], [-0.5662, 0.0299, -0.4864], [0.1656, -0.1088, 0.1036], [0.0264, -0.0873, -0.6185], [-0.7789, -0.3843, -0.4925], [-0.9847, -0.7930, -0.2482], [-0.5858, -0.1799, -0.2347], [0.8169, -0.4167, -0.6077], [-0.5810, -0.0450, 0.1703], [0.4257, 1.9048, 0.4888], [1.7443, -0.6525, 0.3714], [0.2263, 1.2163, -0.3233], [0.0670, 0.6589, 0.7814], [-1.6247, -0.4709, -0.2548], [0.6692, -1.6469, -0.7522], [-0.3320, -0.5067, -0.1977], [-0.0753, 0.0893, 0.1678], [0.1143, -0.2673, -0.2413], [-0.3926, -0.1305, 0.0297], [-0.1572, -0.1717, 0.0227], [-0.7383, 0.0914, 0.2193], [0.5550, -1.4062, -1.6045], [1.2827, -0.3113, -0.1707], [0.3033, 1.3192, 0.5831], [-0.4472, 0.0137, 1.1310], [-0.4717, 1.4278, 0.3606], [-0.3715, 0.0270, 0.0808], [0.7409, -0.9129, -0.6286], [-0.7683, -0.2820, -0.6010], [-0.3129, -0.1084, 0.2749], [-0.2544, -0.1005, 0.1960], [0.2684, 0.0160, 0.0105], [0.0738, -0.0501, 0.0042], [-0.3800, 0.2277, 0.5502], [-0.1708, -0.0661, -0.1046], [-1.7802, 1.1999, 1.6281], [2.1469, -1.9694, -0.3212], [1.7599, -1.8101, 0.6779], [1.1408, 1.9603, -1.2306], [-1.2343, -0.0089, 1.8678], [1.3869, 0.7676, 0.0019], [-2.1484, -0.5900, -0.8259], [0.7236, -0.5381, -0.2579], [0.0086, 0.4906, -0.2926], [-0.3314, 0.2303, -0.3677], [0.8895, -0.7516, -0.3053], [-0.1720, -0.8332, -0.1051], [-0.6106, 0.7513, -0.3711], [-0.1494, 0.2807, 0.4024], [-0.6211, 0.4682, 0.4264], [-1.0658, 0.1489, 0.3016], [0.0006, 0.2376, -1.1749], [-0.1916, 0.5224, -1.0158], [0.7027, 0.2513, 0.8640], [-1.5280, 0.1402, -0.5223], [1.1262, -1.1639, 1.4179], [0.0545, 0.9946, 2.0465], [-0.9663, 1.0802, -1.6949], [0.0154, -0.0662, -1.7969], [-0.3101, -0.1266, -0.5896], [-0.0385, -0.2790, 0.5885], [0.0816, 0.0859, 0.2809], [-0.1220, -0.1755, 0.0867], [0.2808, -0.7073, 0.0406], [-0.3421, 0.0579, 0.2299], [0.5819, -0.0544, 0.4894], [0.1083, -0.5450, -0.0030], [0.4302, 0.0992, -0.0494], [0.0724, 0.0184, -0.3223], [-0.0945, -0.3501, -1.0070], [0.2714, 0.4517, 0.0978], [0.2630, -0.3877, -0.9362], [0.9028, -1.0146, 0.7489], [-0.0808, -1.0025, 0.6572], [-1.3511, 0.8904, 1.0797], [0.1328, -0.1848, -0.3417], [-0.0791, -0.2878, -0.0453], [-0.0932, 1.0947, -0.1765], [-0.7195, -0.0330, 0.5616], [0.5782, -0.2149, 0.4154], [0.5290, 0.7792, -0.2255], [-0.5991, 0.0435, -0.1181], [0.2750, 0.8591, -0.5654], [0.2044, -0.1641, -0.3453], [-0.1323, -0.5442, 0.0785], [1.1070, -0.8858, -0.3405], [-2.6661, -0.6055, 0.5044], [1.3361, 2.7094, -0.4802], [0.3684, -1.2987, 1.1660], [-1.6155, -0.0297, -0.6758], [1.1792, -0.2551, -0.0427], [0.4043, 0.3053, 0.1305], [0.2345, 0.6378, -0.1300], [0.3826, -0.1990, -0.5145], [0.2066, -0.6783, -0.0849], [-0.1540, -0.1111, 0.3445], [-0.7615, 0.5330, -0.0146], [0.2882, 0.0035, 0.3495], [-0.2034, 0.2220, -0.0303], [0.3855, -0.0391, 0.0849], [-0.3707, 0.0146, -0.3853]]
}